ORCA calculation (ωB97M-V/def2-TZVPD) on a molecular structure, C38H33BrN3O5ReS.

Output
- Energy above the lowest of the compared OMol25 structures with the same formula, charge and spin: 70.6 kJ/mol
- Spin multiplicity: 2
- <S²>: 0.7591
- Total charge: +1
- Calculated total energy: -137654.2095 eV
- Gap between HOMO and LUMO (spin up / spin down): 6.09 / 5.95 eV

Last column: Mulliken spin population.
Positions of all 82 atoms, in Å:
Re: 0.76 0.10 -0.27  0.8929
O: 1.06 1.18 7.50  0.0000
C: 0.66 1.83 6.40  -0.0002
O: -0.08 2.77 6.47  -0.0001
C: 1.18 1.33 5.08  -0.0004
C: 1.56 0.01 4.86  0.0007
C: 1.95 -0.41 3.60  -0.0013
C: 1.97 0.51 2.56  0.0044
C: 1.61 1.83 2.77  0.0012
C: 1.21 2.24 4.02  0.0009
N: 2.25 0.07 1.23  -0.0062
C: 3.34 -0.55 0.93  0.0122
C: 3.49 -1.04 -0.42  0.0145
C: 4.66 -1.64 -0.88  -0.0115
C: 4.73 -2.01 -2.21  0.0185
C: 3.64 -1.78 -3.03  -0.0115
C: 2.50 -1.20 -2.50  0.0083
N: 2.41 -0.85 -1.22  -0.0295
H: 1.76 0.54 7.31  0.0000
H: 1.49 -0.72 5.66  0.0000
H: 2.17 -1.45 3.40  0.0003
H: 1.61 2.53 1.94  0.0021
H: 0.89 3.26 4.21  0.0000
H: 4.12 -0.69 1.67  -0.0015
H: 5.48 -1.79 -0.20  -0.0002
H: 5.63 -2.47 -2.60  0.0005
H: 3.66 -2.05 -4.08  0.0002
H: 1.62 -1.04 -3.11  0.0086
C: 0.43 5.68 -0.68  0.0003
C: -0.67 5.93 0.36  -0.0001
C: -0.07 6.74 1.52  0.0001
C: -1.79 6.75 -0.31  -0.0002
C: -1.24 4.63 0.91  -0.0016
C: -2.33 4.68 1.81  0.0000
C: -2.86 3.55 2.38  0.0009
C: -2.31 2.32 2.04  -0.0004
S: -2.70 0.74 2.66  0.0010
C: -1.46 0.07 1.69  -0.0009
N: -0.82 0.93 0.92  -0.0060
C: -1.26 2.23 1.13  0.0231
C: -0.72 3.40 0.58  -0.0138
C: -1.01 -1.31 1.71  -0.0135
C: -1.57 -2.30 2.50  0.0045
C: -1.02 -3.57 2.48  -0.0016
C: 0.08 -3.84 1.68  0.0022
C: 0.63 -2.85 0.88  -0.0120
C: 0.10 -1.56 0.89  0.0207
H: 0.77 6.64 -1.07  0.0000
H: 0.06 5.09 -1.52  0.0000
H: 1.29 5.17 -0.24  0.0002
H: 0.34 7.68 1.16  0.0000
H: 0.74 6.18 2.00  0.0000
H: -0.82 6.97 2.28  0.0000
H: -1.37 7.66 -0.74  0.0000
H: -2.56 7.04 0.40  0.0000
H: -2.26 6.18 -1.11  0.0001
H: -2.74 5.64 2.09  0.0000
H: -3.68 3.62 3.09  -0.0001
H: 0.11 3.31 -0.10  0.0090
H: -2.43 -2.09 3.12  0.0002
H: -1.45 -4.36 3.09  -0.0001
H: 0.50 -4.84 1.66  0.0007
H: 1.46 -3.09 0.23  0.0018
C: -0.22 2.05 -2.46  -0.0024
O: 0.69 1.50 -1.54  0.0889
H: -0.65 1.25 -3.06  0.0024
H: 0.31 2.75 -3.11  -0.0004
H: -1.04 2.57 -1.95  0.0089
Br: -3.69 -0.31 -1.00  0.0002
C: -3.37 -1.51 -2.44  0.0005
C: -4.50 -1.84 -3.18  0.0000
C: -4.40 -2.74 -4.24  0.0000
C: -3.18 -3.32 -4.54  -0.0001
C: -2.07 -3.00 -3.79  -0.0004
C: -2.13 -2.08 -2.74  -0.0030
C: -0.83 -1.81 -2.04  -0.0041
O: 0.08 -2.62 -2.09  -0.0006
O: -0.76 -0.66 -1.44  -0.0075
H: -5.45 -1.40 -2.93  0.0000
H: -5.28 -2.98 -4.81  0.0000
H: -3.10 -4.02 -5.36  0.0000
H: -1.11 -3.45 -3.99  0.0000